A molecular structure, C41H42FN9O6PtSSe. Source: OMol25; level of theory: ωB97M-V with the def2-TZVPD basis set.

Maximum force, eV/Å: 1.43
LUMO (spin up / spin down), eV: -5.88 / -5.88
Gap between HOMO and LUMO (spin up / spin down), eV: 6.0398 / 6.0384
Net charge: +2
Energy relative to the best compared isomer or geometry (same formula, charge and spin), kcal per mole: 9.6
HOMO energy (spin up / spin down), eV: -11.9 / -11.9

The geometry in XYZ format:
```
102
C41H42FN9O6PtSSe, DFT ωB97M-V with the def2-TZVPD basis set
Pt 1.37 1.15 -1.66
C 0.22 1.92 6.01
C -0.88 1.94 4.97
N -0.43 1.36 3.69
C 0.05 2.19 2.75
C 0.59 1.81 1.55
C 0.97 2.98 0.67
O 0.97 4.09 1.15
O 1.29 2.81 -0.59
C 0.70 0.42 1.27
O 1.31 -0.08 0.29
C 0.09 -0.48 2.24
C -0.01 -1.84 1.96
C -0.59 -2.69 2.84
F -0.75 -3.99 2.49
C -1.06 -2.27 4.10
C -0.97 -0.91 4.38
C -0.44 -0.01 3.45
N -1.58 -3.15 5.06
C -1.45 -4.60 4.92
C -1.85 -5.26 6.25
N -1.57 -4.28 7.36
C -2.53 -3.12 7.29
C -2.77 -2.79 5.82
H -0.15 2.35 6.95
H 1.07 2.52 5.69
H 0.57 0.91 6.21
H -1.20 2.95 4.75
H -1.76 1.40 5.30
H 0.00 3.25 2.97
H 0.35 -2.21 1.01
H -1.28 -0.56 5.35
H -0.41 -4.84 4.70
H -2.07 -5.03 4.13
H -1.29 -6.17 6.43
H -2.92 -5.48 6.31
H -0.62 -3.93 7.24
H -1.62 -4.74 8.27
H -2.07 -2.30 7.84
H -3.45 -3.41 7.80
H -2.99 -1.73 5.72
H -3.65 -3.33 5.44
N 3.24 -2.28 -3.12
C 2.42 -3.11 -3.94
C 2.94 -4.28 -4.44
C 2.16 -5.10 -5.25
C 0.87 -4.73 -5.55
C 0.34 -3.55 -5.04
C 1.11 -2.74 -4.23
S 0.36 -1.24 -3.62
N 1.69 -0.56 -2.73
C 2.85 -1.11 -2.59
C 3.85 -0.33 -1.76
C 5.16 -0.71 -1.54
C 5.97 0.13 -0.78
C 5.46 1.31 -0.28
C 4.14 1.64 -0.55
N 3.37 0.82 -1.26
H 4.18 -2.59 -2.95
H 3.96 -4.56 -4.20
H 2.58 -6.02 -5.64
H 0.26 -5.36 -6.19
H -0.67 -3.26 -5.28
H 5.56 -1.62 -1.94
H 7.00 -0.14 -0.59
H 6.07 1.99 0.29
H 3.67 2.55 -0.21
C -2.70 3.98 -0.75
C -3.48 2.68 -0.64
C -3.02 1.59 -1.63
C -3.88 0.32 -1.45
C -3.45 -0.83 -2.34
C -3.25 2.10 -3.03
O -4.34 2.40 -3.45
N -2.13 2.22 -3.82
C -0.83 1.90 -3.50
O 0.02 2.01 -4.36
N -0.57 1.44 -2.22
C -1.58 1.25 -1.30
O -1.32 0.81 -0.20
H -3.07 4.71 -0.04
H -2.80 4.42 -1.75
H -1.63 3.83 -0.55
H -4.54 2.86 -0.82
H -3.38 2.26 0.37
H -4.91 0.60 -1.66
H -3.81 0.03 -0.40
H -3.49 -0.56 -3.40
H -4.10 -1.69 -2.21
H -2.43 -1.16 -2.12
H -2.27 2.56 -4.77
Se 2.60 2.23 -3.81
C 2.15 3.70 -4.89
C 2.22 3.58 -6.27
C 1.94 4.70 -7.04
N 1.59 5.88 -6.52
C 1.52 5.97 -5.19
C 1.79 4.92 -4.33
H 2.49 2.64 -6.74
H 1.99 4.65 -8.12
H 1.24 6.94 -4.79
H 1.73 5.05 -3.26
```



A single C16H26N2O3 molecule. Source: OMol25; level of theory: ωB97M-V with the def2-TZVPD basis set.

Maximum force, eV/Å: 0.61
LUMO, eV: 0.78
SMILES: CCCN(CCC)C(=O)c1c(C)[nH]c(C(=O)OCC)c1C
Gap between HOMO and LUMO, eV: 9.0676
Energy relative to the best compared isomer or geometry (same formula, charge and spin), kcal per mole: 18.6
HOMO energy, eV: -8.3

The geometry in XYZ format:
```
47
C16H26N2O3, DFT ωB97M-V with the def2-TZVPD basis set
C 6.03 0.32 0.24
C 4.57 0.01 0.56
C 3.63 0.83 -0.33
N 2.23 0.64 0.00
C 1.53 1.66 0.74
C 1.76 1.59 2.26
C 2.86 2.51 2.75
C 1.67 -0.54 -0.36
O 2.31 -1.42 -0.92
C 0.23 -0.73 -0.02
C -0.25 -1.57 0.96
C 0.50 -2.39 1.95
N -1.60 -1.53 0.91
C -2.01 -0.70 -0.10
C -3.43 -0.54 -0.33
O -4.29 -1.09 0.33
O -3.70 0.29 -1.35
C -5.08 0.49 -1.65
C -5.19 1.19 -2.99
C -0.88 -0.18 -0.71
C -0.83 0.75 -1.87
H 6.69 -0.29 0.86
H 6.25 1.37 0.43
H 6.25 0.10 -0.80
H 4.37 0.21 1.61
H 4.37 -1.05 0.37
H 3.86 1.90 -0.23
H 3.78 0.53 -1.37
H 1.84 2.64 0.37
H 0.46 1.55 0.54
H 1.99 0.55 2.53
H 0.83 1.85 2.77
H 3.81 2.29 2.28
H 2.61 3.55 2.54
H 2.99 2.41 3.83
H 1.51 -2.56 1.59
H 0.01 -3.35 2.10
H 0.55 -1.88 2.91
H -2.25 -2.04 1.50
H -5.59 -0.49 -1.67
H -5.54 1.09 -0.85
H -4.73 0.59 -3.77
H -6.23 1.36 -3.24
H -4.67 2.15 -2.95
H -1.26 1.72 -1.60
H -1.41 0.36 -2.69
H 0.20 0.90 -2.19
```



A molecular structure, C5H4Br3NO2S. Source: OMol25; level of theory: ωB97M-V with the def2-TZVPD basis set.

Maximum force, eV/Å: 3.93
LUMO, eV: -0.12
Gap between HOMO and LUMO, eV: 8.7552
Energy relative to the best compared isomer or geometry (same formula, charge and spin), kcal per mole: 16.1
HOMO energy, eV: -8.9

The geometry in XYZ format:
```
16
C5H4Br3NO2S, DFT ωB97M-V with the def2-TZVPD basis set
C 1.10 0.81 -1.02
C 1.07 -0.50 -1.32
C 0.09 1.19 -0.04
C -1.72 0.11 1.12
C -3.19 0.13 -0.04
N -0.63 0.02 0.26
O -0.09 2.30 0.46
O -1.90 -0.91 2.03
S -0.12 -1.43 -0.52
Br -2.91 1.27 -1.52
Br -3.45 -1.67 -0.70
Br -4.77 0.71 0.99
H 1.88 1.56 -1.45
H 1.84 -0.80 -2.02
H -1.57 0.97 1.73
H -2.37 -1.72 1.84
```



A single C12H16N2O4 molecule. Source: OMol25; level of theory: ωB97M-V with the def2-TZVPD basis set.

Maximum force, eV/Å: 5.15
LUMO, eV: 0.00
SMILES: N[C@@H](CO)C(=O)N[C@@H](Cc1ccccc1)C(=O)O
Gap between HOMO and LUMO, eV: 9.1515
Energy relative to the best compared isomer or geometry (same formula, charge and spin), kcal per mole: 92.1
HOMO energy, eV: -9.2

The geometry in XYZ format:
```
34
C12H16N2O4, DFT ωB97M-V with the def2-TZVPD basis set
N -1.35 -2.21 -1.27
C -0.86 -0.94 -1.78
C -0.89 -1.02 -3.33
O -0.54 0.27 -3.81
C -1.64 0.15 -1.02
O -2.46 0.83 -1.68
N -1.65 0.28 0.28
C -0.76 -0.56 1.05
C -0.05 0.17 2.16
C 1.21 0.94 1.66
C 2.23 0.31 1.08
C 3.33 0.89 0.53
C 3.39 2.34 0.64
C 2.28 3.04 1.15
C 1.24 2.39 1.72
C -1.79 -1.52 1.83
O -1.73 -1.40 3.04
O -2.69 -2.14 1.17
H -0.46 -2.65 -0.79
H -1.71 -2.80 -2.06
H 0.13 -0.84 -1.42
H -1.94 -1.14 -3.67
H -0.12 -1.88 -3.57
H -0.98 0.77 -3.09
H -2.43 0.60 0.75
H -0.13 -1.05 0.37
H -0.72 0.81 2.67
H 0.28 -0.49 2.84
H 2.10 -0.71 0.80
H 4.08 0.13 0.04
H 4.26 2.75 0.14
H 2.02 4.06 0.90
H 0.59 2.94 2.46
H -2.26 -2.33 0.19
```



3 unconnected molecules or ions with the total composition C4H9NO. Source: OMol25; level of theory: ωB97M-V with the def2-TZVPD basis set.

Maximum force, eV/Å: 2.11
LUMO (spin up / spin down), eV: 0.67 / 0.67
Gap between HOMO and LUMO (spin up / spin down), eV: 8.0714 / 8.0719
Energy relative to the best compared isomer or geometry (same formula, charge and spin), kcal per mole: 149.5
HOMO energy (spin up / spin down), eV: -7.4 / -7.4

The geometry in XYZ format:
```
15
C4H9NO, DFT ωB97M-V with the def2-TZVPD basis set
C 0.27 0.56 -0.64
C 0.76 -0.67 -0.08
N 0.54 1.78 0.01
C -1.10 -0.57 -0.38
C -2.03 -0.28 0.52
O 1.10 -0.62 1.25
H 1.06 -1.52 1.60
H 0.29 0.61 -1.73
H -0.04 2.56 -0.28
H 0.65 1.71 1.01
H 1.97 -1.21 -0.94
H 2.74 -0.86 -0.91
H -1.31 -1.24 -1.20
H -1.84 0.41 1.33
H -3.04 -0.65 0.43
```



4 unconnected molecules or ions with the total composition C21H32F10O11S. Source: OMol25; level of theory: ωB97M-V with the def2-TZVPD basis set.

Maximum force, eV/Å: 5.72
LUMO, eV: 0.26
SMILES: CCOCCCCC[C@]1(F)COS(=O)(=O)O1.CCOC(=O)C(F)(F)F.CCOC(=O)C(F)(F)F.CCOC(=O)C(F)(F)F
Gap between HOMO and LUMO, eV: 10.0046
HOMO energy, eV: -9.7

The geometry in XYZ format:
```
75
C21H32F10O11S, DFT ωB97M-V with the def2-TZVPD basis set
C -2.33 -6.96 -1.53
C -3.63 -7.83 -1.63
O -4.72 -7.20 -2.30
C -5.00 -5.90 -1.80
C -4.51 -4.84 -2.84
C -5.43 -3.57 -2.98
C -6.03 -3.03 -1.63
C -5.68 -1.51 -1.38
C -4.17 -1.30 -1.02
F -3.55 -2.47 -0.60
C -4.08 -0.42 0.30
O -2.75 0.17 0.31
S -1.99 -0.21 -1.10
O -0.98 -1.29 -1.09
O -1.25 0.97 -1.62
O -3.37 -0.60 -1.97
H -1.55 -7.62 -1.07
H -2.46 -6.12 -0.81
H -1.92 -6.63 -2.51
H -3.89 -8.22 -0.62
H -3.36 -8.72 -2.26
H -4.62 -5.73 -0.76
H -6.12 -5.81 -1.72
H -4.52 -5.35 -3.84
H -3.44 -4.60 -2.65
H -4.77 -2.75 -3.38
H -6.19 -3.73 -3.78
H -7.15 -3.05 -1.74
H -5.70 -3.57 -0.72
H -5.98 -0.87 -2.24
H -6.28 -1.21 -0.48
H -4.08 -1.10 1.18
H -4.93 0.32 0.34
C 2.29 0.93 -0.82
C 1.35 0.71 0.35
O 2.06 0.81 1.60
C 2.30 2.04 2.04
O 1.98 3.04 1.47
C 3.01 1.99 3.39
F 4.02 1.11 3.40
F 2.17 1.62 4.37
F 3.52 3.17 3.73
H 3.13 0.25 -0.77
H 1.76 0.78 -1.77
H 2.70 1.94 -0.81
H 0.94 -0.30 0.30
H 0.51 1.40 0.33
C 6.96 2.73 -5.55
C 5.65 2.08 -5.94
O 5.48 0.82 -5.28
C 5.07 0.88 -4.01
O 4.84 1.90 -3.42
C 4.89 -0.52 -3.44
F 5.93 -1.31 -3.72
F 3.80 -1.12 -3.95
F 4.74 -0.51 -2.12
H 7.80 2.05 -5.74
H 7.12 3.65 -6.12
H 6.98 2.98 -4.49
H 5.65 1.87 -7.01
H 4.80 2.74 -5.75
C 3.55 5.05 6.48
C 2.12 5.14 5.98
O 1.22 5.45 7.05
C 1.17 6.73 7.42
O 1.81 7.61 6.93
C 0.15 6.92 8.54
F 0.27 6.00 9.50
F -1.10 6.83 8.07
F 0.26 8.11 9.12
H 3.62 4.33 7.30
H 4.22 4.74 5.68
H 3.90 6.01 6.87
H 1.81 4.18 5.58
H 2.02 5.87 5.17
```



2 unconnected molecules or ions with the total composition Br2H4Si2. Source: OMol25; level of theory: ωB97M-V with the def2-TZVPD basis set.

Maximum force, eV/Å: 4.19
LUMO (spin up / spin down), eV: -1.15 / -1.15
Gap between HOMO and LUMO (spin up / spin down), eV: 7.7835 / 7.7770
Energy relative to the best compared isomer or geometry (same formula, charge and spin), kcal per mole: 79.9
HOMO energy (spin up / spin down), eV: -8.9 / -8.9

The geometry in XYZ format:
```
8
Br2H4Si2, DFT ωB97M-V with the def2-TZVPD basis set
Si -0.18 0.02 -0.81
Si 1.80 -0.08 0.34
Br 3.25 -1.70 -0.06
Br 3.31 1.68 0.08
H -0.76 1.26 -1.25
H 0.26 -0.83 -1.86
H -1.32 -0.44 0.07
H 1.85 -0.93 2.63
```



A single C7H10N4OS molecule. Source: OMol25; level of theory: ωB97M-V with the def2-TZVPD basis set.

Maximum force, eV/Å: 3.20
LUMO, eV: 0.03
SMILES: [H]/N=C(/NO)N/N=C\c1sccc1C
Gap between HOMO and LUMO, eV: 8.5070
Energy relative to the best compared isomer or geometry (same formula, charge and spin), kcal per mole: 49.8
HOMO energy, eV: -8.5

The geometry in XYZ format:
```
23
C7H10N4OS, DFT ωB97M-V with the def2-TZVPD basis set
H -2.93 -2.51 -1.24
N -3.58 -1.79 -0.98
C -3.09 -0.81 -0.36
N -3.93 0.26 0.04
O -3.94 0.73 1.41
N -1.76 -0.65 -0.04
N -1.27 0.65 0.23
C -0.06 0.93 0.26
C 1.09 0.05 0.35
S 1.06 -1.63 0.86
C 2.72 -1.84 0.46
C 3.25 -0.68 -0.07
C 2.36 0.41 -0.03
C 2.79 1.76 -0.47
H -4.92 -0.01 -0.14
H -3.18 1.33 1.40
H -1.12 -1.24 -0.55
H 0.25 1.97 0.41
H 3.19 -2.81 0.63
H 4.29 -0.55 -0.44
H 3.76 1.73 -0.92
H 2.10 2.20 -1.16
H 2.91 2.50 0.33
```